Model i:
The following is a quantum chemistry calculation of C33H42FN4O4S4SiTi as an isolated structure, from the Open Molecules 2025 dataset.

CARTESIAN COORDINATES (ANGSTROEM)
Ti (-0.411, 0.130, -0.005)
C (0.269, 2.779, 2.574)
N (0.564, 2.369, 1.200)
C (1.280, 3.182, 0.528)
C (1.440, 2.922, -0.853)
C (2.121, 3.661, -1.806)
C (1.973, 2.955, -3.003)
C (1.237, 1.819, -2.691)
N (0.894, 1.765, -1.378)
C (1.484, 2.711, 3.466)
C (1.853, 3.769, 4.284)
C (2.970, 3.676, 5.107)
C (3.730, 2.518, 5.120)
C (3.366, 1.450, 4.307)
C (2.253, 1.547, 3.490)
H (-0.492, 2.108, 2.975)
H (-0.164, 3.784, 2.584)
H (1.690, 4.108, 0.943)
H (2.656, 4.584, -1.639)
H (2.352, 3.216, -3.979)
H (0.921, 1.077, -3.407)
H (1.261, 4.677, 4.282)
H (3.245, 4.511, 5.739)
H (4.601, 2.444, 5.760)
H (3.954, 0.540, 4.313)
H (1.968, 0.717, 2.852)
C (3.184, -0.431, -0.191)
Si (2.553, -1.029, -1.869)
C (2.983, -2.791, -2.456)
C (3.677, -0.124, -3.074)
N (0.720, -0.792, -1.959)
C (0.064, -1.101, -3.101)
C (0.532, -1.595, -4.344)
C (-0.342, -1.827, -5.399)
C (-1.704, -1.591, -5.303)
C (-2.216, -1.090, -4.106)
C (-1.328, -0.873, -3.097)
F (-1.765, -0.364, -1.888)
H (4.271, -0.560, -0.175)
H (2.805, -0.898, 0.719)
H (2.965, 0.638, -0.111)
H (4.056, -2.981, -2.350)
H (2.766, -2.846, -3.516)
H (2.433, -3.600, -1.982)
H (4.705, -0.416, -2.839)
H (3.596, 0.952, -2.987)
H (3.470, -0.409, -4.107)
H (1.580, -1.790, -4.484)
H (0.062, -2.206, -6.330)
H (-2.362, -1.779, -6.140)
H (-3.268, -0.872, -3.973)
C (1.058, -3.334, 4.075)
C (-0.379, -2.973, 3.742)
S (-0.623, -1.763, 2.386)
C (-1.494, -2.776, 1.158)
C (-0.442, -3.489, 0.240)
S (0.968, -2.380, 0.159)
C (2.380, -3.489, 0.454)
C (2.875, -3.641, 1.885)
S (1.807, -4.580, 3.003)
H (1.072, -3.779, 5.073)
H (1.696, -2.450, 4.123)
H (-0.820, -2.483, 4.612)
H (-0.959, -3.876, 3.548)
H (-2.137, -2.117, 0.563)
H (-2.119, -3.486, 1.694)
H (-0.821, -3.672, -0.766)
H (-0.148, -4.427, 0.705)
H (3.204, -3.095, -0.134)
H (2.098, -4.467, 0.067)
H (3.120, -2.679, 2.337)
H (3.809, -4.209, 1.838)
N (-2.516, 1.043, -0.114)
C (-3.907, 1.356, -0.337)
C (-4.860, 0.406, -0.003)
C (-6.208, 0.698, -0.145)
C (-6.610, 1.948, -0.593)
C (-5.653, 2.903, -0.904)
C (-4.302, 2.614, -0.767)
S (-8.363, 2.309, -0.786)
O (-8.919, 1.057, -1.276)
O (-8.394, 3.407, -1.739)
O (-8.789, 2.666, 0.559)
H (-1.964, 1.516, -0.841)
H (-2.093, 1.441, 0.757)
H (-4.540, -0.567, 0.350)
H (-6.963, -0.042, 0.086)
H (-5.981, 3.872, -1.255)
H (-3.556, 3.366, -1.002)
O (-0.979, 0.530, 1.550)

Summary:
**Net charge**: -1

***

Model ii:
The following is a quantum chemistry calculation of C33H42FN4O4S4SiTi as an isolated structure, from the Open Molecules 2025 dataset.

CARTESIAN COORDINATES (ANGSTROEM)
Ti (-0.766, -0.519, 0.517)
C (1.092, -0.150, 3.713)
N (0.392, -0.948, 2.712)
C (-0.019, -2.107, 3.079)
C (-0.669, -2.999, 2.173)
C (-0.973, -4.349, 2.310)
C (-1.441, -4.764, 1.050)
C (-1.392, -3.647, 0.221)
N (-0.933, -2.576, 0.902)
C (0.218, 0.366, 4.837)
C (-1.120, 0.687, 4.619)
C (-1.888, 1.201, 5.653)
C (-1.337, 1.398, 6.913)
C (-0.008, 1.071, 7.136)
C (0.762, 0.556, 6.102)
H (1.539, 0.706, 3.198)
H (1.922, -0.727, 4.134)
H (0.150, -2.474, 4.097)
H (-0.843, -4.944, 3.200)
H (-1.776, -5.749, 0.767)
H (-1.694, -3.564, -0.813)
H (-1.561, 0.512, 3.645)
H (-2.928, 1.446, 5.472)
H (-1.942, 1.797, 7.717)
H (0.428, 1.210, 8.117)
H (1.799, 0.294, 6.282)
C (-3.909, 1.572, 0.878)
Si (-3.602, 0.857, -0.816)
C (-3.556, 2.383, -1.925)
C (-5.118, -0.226, -1.135)
N (-2.138, -0.081, -1.024)
C (-1.940, -0.626, -2.290)
C (-2.740, -0.462, -3.439)
C (-2.450, -1.092, -4.639)
C (-1.351, -1.929, -4.773)
C (-0.529, -2.116, -3.672)
C (-0.845, -1.453, -2.512)
F (-0.044, -1.621, -1.409)
H (-4.761, 2.248, 0.765)
H (-3.066, 2.142, 1.266)
H (-4.156, 0.786, 1.586)
H (-4.432, 2.998, -1.701)
H (-3.545, 2.200, -2.999)
H (-2.666, 2.980, -1.699)
H (-6.026, 0.326, -0.878)
H (-5.055, -1.095, -0.474)
H (-5.232, -0.596, -2.153)
H (-3.615, 0.166, -3.397)
H (-3.104, -0.922, -5.485)
H (-1.132, -2.421, -5.710)
H (0.336, -2.765, -3.702)
C (3.138, -3.595, -1.498)
C (3.437, -3.617, -0.001)
S (2.502, -2.453, 1.027)
C (3.665, -1.099, 1.308)
C (3.975, -0.149, 0.164)
S (2.514, 0.437, -0.745)
C (3.105, 0.208, -2.443)
C (2.954, -1.177, -3.044)
S (4.141, -2.433, -2.472)
H (2.082, -3.389, -1.674)
H (3.352, -4.584, -1.908)
H (4.505, -3.484, 0.183)
H (3.164, -4.599, 0.390)
H (4.598, -1.526, 1.683)
H (3.212, -0.542, 2.131)
H (4.639, -0.623, -0.552)
H (4.490, 0.722, 0.577)
H (4.141, 0.547, -2.486)
H (2.526, 0.923, -3.032)
H (3.086, -1.101, -4.125)
H (1.959, -1.564, -2.855)
N (-0.230, 1.755, 0.487)
C (0.339, 2.617, -0.526)
C (0.119, 2.328, -1.868)
C (0.740, 3.088, -2.846)
C (1.594, 4.124, -2.496)
C (1.789, 4.425, -1.158)
C (1.152, 3.681, -0.174)
S (2.427, 5.063, -3.785)
O (2.780, 4.049, -4.768)
O (3.559, 5.670, -3.101)
O (1.415, 6.006, -4.236)
H (0.018, 2.048, 1.429)
H (-1.245, 1.844, 0.457)
H (-0.519, 1.496, -2.138)
H (0.601, 2.862, -3.896)
H (2.462, 5.232, -0.900)
H (1.326, 3.903, 0.875)
O (-1.852, -0.072, 1.594)

Summary:
**Net charge**: -1

***

Of them, model i has the lowest stability.